This record from the Open Molecules 2025 dataset describes a molecular structure, C22H25BCuIN5O2. The level of theory is wB97M-V/def2-TZVPD.

Results
Energy relative to the best compared isomer or geometry (same formula, charge and spin), kcal/mol: 5.65
DFT total energy, Eh: -3240.7199
Charge: -1
LUMO level, hartree: 0.090
E_HOMO, hartree: -0.135
HOMO-LUMO gap, eV: 6.12
Max |F|, eV/A: 0.66

Element x y z (Å)
Cu 1.329 -1.605 1.655
C 3.858 -0.511 -6.225
C 2.678 0.432 -5.951
C 2.942 1.744 -6.688
C 1.396 -0.191 -6.519
C 2.512 0.634 -4.442
C 2.568 1.890 -3.847
C 2.402 2.060 -2.461
C 2.184 0.940 -1.704
O 2.001 0.835 -0.359
B 1.803 -0.561 -0.033
O 1.904 -1.249 -1.313
C 2.126 -0.319 -2.278
C 2.283 -0.496 -3.630
H 4.000 -0.649 -7.301
H 3.694 -1.494 -5.779
H 4.781 -0.105 -5.805
H 3.060 1.546 -7.756
H 3.853 2.230 -6.334
H 2.115 2.447 -6.568
H 1.483 -0.341 -7.600
H 0.538 0.457 -6.327
H 1.188 -1.158 -6.059
H 2.745 2.769 -4.451
H 2.449 3.042 -2.008
H 2.228 -1.495 -4.047
C -0.522 -1.407 4.890
C -0.198 -0.151 4.163
N 0.644 -0.035 3.168
C 0.597 1.283 2.761
C -0.286 1.974 3.522
N -0.797 1.049 4.426
C -1.835 1.312 5.381
N -3.008 0.493 5.149
N -3.538 -0.215 6.164
N -4.559 -0.865 5.751
C -4.714 -0.593 4.396
C -5.654 -1.074 3.477
C -5.535 -0.647 2.180
C -4.495 0.239 1.789
C -3.570 0.718 2.678
C -3.717 0.280 4.006
H 0.257 -2.131 4.660
H -1.467 -1.834 4.546
H -0.585 -1.249 5.969
H 1.185 1.615 1.919
H -0.607 3.002 3.520
H -2.087 2.367 5.282
H -1.542 1.107 6.408
H -6.425 -1.768 3.783
H -6.227 -1.007 1.430
H -4.417 0.523 0.748
H -2.752 1.351 2.362
I -1.317 -3.661 2.033
C 0.864 -3.453 2.299
H 1.229 -4.248 1.647
H 0.956 -3.827 3.323

Mulliken population analysis, charges in e, atoms 1 to 6: Cu -0.894; C -1.611; C 2.280; C -2.196; C -1.598; C 0.122